No. 1
The following is a DFT calculation (ωB97M-V/def2-TZVPD) of the ion C10H13N2 with charge +1.

Computed properties:
E_tot, eV: -13551.78852
Relative energy (zero: lowest compared OMol25 entry of this formula, charge and spin), eV: 3.5459
Kohn-Sham gap, eV: 10.533
E_LUMO, Ha: -0.10958
SMILES: C[N@+]1(c2ccccc2)C=NCC1
Net charge: +1

The geometry in XYZ format:
```
25
C10H13N2 ωB97M-V/def2-TZVPD
C 3.396 -0.700 0.176
C 2.560 -1.663 -0.417
C 2.814 0.499 0.551
C 1.176 -1.413 -0.637
C 1.462 0.723 0.459
C 0.627 -0.228 -0.114
C -1.523 -1.041 -0.838
C -2.309 -0.761 1.254
C -1.675 0.551 0.775
C -0.804 1.237 -1.368
N -2.338 -1.543 0.013
N -0.845 0.185 -0.370
H 4.470 -0.766 -0.064
H 3.238 -2.472 -0.798
H 3.416 1.389 1.038
H 0.495 -2.228 -0.925
H 1.136 1.591 0.996
H -1.639 -1.597 -1.754
H -1.744 -1.419 1.967
H -3.296 -0.437 1.715
H -2.436 1.256 0.424
H -1.074 0.895 1.655
H -1.780 1.503 -1.720
H -0.436 2.208 -0.882
H -0.263 1.060 -2.214
```

Atomic partial charges in e from the Löwdin method, atoms 1 to 4: number 1, C, carries -0.0642; number 2, C, carries -0.0357; number 3, C, carries -0.0715; number 4, C, carries 0.0069

***

No. 2
The following is a DFT calculation (ωB97M-V/def2-TZVPD) of the molecule C24H24N4O6S.

Computed properties:
E_tot, eV: -54360.22350
Relative energy (zero: lowest compared OMol25 entry of this formula, charge and spin), eV: 0.0000
Kohn-Sham gap, eV: 8.378
E_LUMO, Ha: 0.00659
SMILES: CCOC(=O)N1CCN(C(=O)c2ccc(Cn3c(=S)[nH]c4cc5c(cc4c3=O)OCO5)cc2)CC1

The geometry in XYZ format:
```
59
C24H24N4O6S ωB97M-V/def2-TZVPD
C -8.019 -3.481 -0.105
C -7.966 -2.028 0.343
H -8.855 -1.482 0.021
H -7.868 -1.973 1.432
O -6.875 -1.331 -0.256
C -5.671 -1.504 0.336
O -5.498 -2.140 1.349
N -4.674 -0.900 -0.355
C -3.349 -0.825 0.220
H -2.620 -1.142 -0.533
H -3.310 -1.500 1.075
C -3.043 0.616 0.657
N -3.247 1.515 -0.455
C -2.269 2.158 -1.145
O -2.477 2.687 -2.222
C -0.931 2.235 -0.484
C -0.783 2.833 0.763
C 0.470 2.946 1.335
C 1.593 2.468 0.672
C 1.447 1.903 -0.588
C 0.196 1.791 -1.165
H 0.083 1.358 -2.147
H 2.317 1.551 -1.124
C 2.951 2.578 1.312
N 3.759 1.387 1.091
C 3.354 0.225 1.680
S 2.022 0.106 2.641
N 4.107 -0.887 1.458
C 5.239 -0.915 0.685
C 5.653 0.276 0.078
C 6.805 0.315 -0.725
C 7.497 -0.852 -0.883
C 7.077 -2.047 -0.270
C 5.956 -2.108 0.516
H 5.640 -3.025 0.982
O 7.938 -3.044 -0.589
C 8.925 -2.464 -1.422
O 8.635 -1.096 -1.597
H 8.925 -2.973 -2.398
H 9.914 -2.578 -0.952
H 7.105 1.242 -1.182
C 4.887 1.508 0.277
O 5.186 2.575 -0.212
H 3.786 -1.732 1.912
H 2.845 2.735 2.388
H 3.511 3.410 0.873
H 0.576 3.396 2.310
H -1.650 3.212 1.284
C -4.577 1.436 -1.024
H -5.304 1.746 -0.265
C -4.876 0.000 -1.468
H -4.186 -0.281 -2.271
H -5.900 -0.087 -1.825
H -4.617 2.117 -1.875
H -3.725 0.895 1.469
H -2.016 0.679 1.015
H -8.064 -3.539 -1.191
H -7.132 -4.005 0.242
H -8.900 -3.960 0.314
```

Atomic partial charges in e from the Löwdin method, atoms 1 to 4: number 1, C, carries -0.0623; number 2, C, carries -0.2201; number 3, H, carries 0.1221; number 4, H, carries 0.1207

***

No. 3
The following is a DFT calculation (ωB97M-V/def2-TZVPD) of the molecule C17H15FN2O.

Computed properties:
E_tot, eV: -25615.28880
Relative energy (zero: lowest compared OMol25 entry of this formula, charge and spin), eV: 2.0665
Kohn-Sham gap, eV: 8.786
E_LUMO, Ha: 0.02264
SMILES: O[C@]1(c2ccccc2F)c2ccccc2C2=NCCCN21

The geometry in XYZ format:
```
36
C17H15FN2O ωB97M-V/def2-TZVPD
F 0.188 1.592 -2.363
N -2.923 -1.009 -0.249
O 1.039 -1.649 0.403
C -1.741 -0.531 0.053
C 3.668 2.102 -1.256
C -1.786 1.090 3.545
C 3.806 1.355 -0.068
C -0.419 1.209 3.594
C 2.418 2.072 -1.974
C -2.401 0.479 2.365
C 2.698 0.568 0.325
C 0.375 0.657 2.645
C 1.294 1.347 -1.569
C -1.509 0.121 1.295
C 1.543 0.549 -0.433
C -0.173 0.145 1.492
N -0.592 -0.665 -0.644
C 0.538 -0.391 0.205
C -3.121 -1.577 -1.615
C -0.573 -1.453 -1.913
C -1.814 -2.388 -2.171
H 0.432 -2.271 0.687
H 4.424 2.770 -1.703
H -2.456 1.429 4.379
H 4.683 1.148 0.566
H 0.132 1.603 4.417
H 2.467 2.585 -3.012
H -3.485 0.242 2.346
H 2.864 -0.085 1.191
H 1.428 0.492 2.787
H -3.229 -0.734 -2.278
H -4.024 -2.148 -1.670
H -0.647 -0.713 -2.675
H 0.446 -1.939 -1.938
H -1.695 -3.236 -1.524
H -1.853 -2.763 -3.241
```

Atomic partial charges in e from the Löwdin method, atoms 1 to 4: number 1, F, carries 0.0481; number 2, N, carries 0.0908; number 3, O, carries 0.0793; number 4, C, carries -0.3172

***

No. 4
The following is a DFT calculation (ωB97M-V/def2-TZVPD) of the molecule C6H7NO.

Computed properties:
E_tot, eV: -9867.15236
Relative energy (zero: lowest compared OMol25 entry of this formula, charge and spin), eV: 5.5054
Kohn-Sham gap, eV: 9.941
E_LUMO, Ha: 0.00916

The geometry in XYZ format:
```
15
C6H7NO ωB97M-V/def2-TZVPD
C 1.699 0.709 -0.208
C 1.507 1.448 -1.240
C -0.745 0.297 0.292
C 1.179 -1.344 1.119
C 0.715 -0.048 0.596
C -2.157 0.382 -1.603
N -1.004 0.496 -1.110
O 1.050 -0.219 1.943
H 2.739 0.640 0.101
H -1.398 -0.450 0.761
H -0.925 1.260 0.790
H 0.490 -2.153 1.312
H 2.201 -1.642 0.901
H -2.322 0.550 -2.651
H -3.028 0.074 -1.004
```

Atomic partial charges in e from the Löwdin method, atoms 1 to 4: number 1, C, carries -0.2112; number 2, C, carries 0.1849; number 3, C, carries -0.1500; number 4, C, carries -0.0854

***

No. 5
The following is a DFT calculation (ωB97M-V/def2-TZVPD) of a cluster of 2 separate species, C12H24N3O2 in total.

Computed properties:
E_tot, eV: -21396.70780
Kohn-Sham gap, eV: 4.894
E_LUMO, Ha: 0.10829
Net charge: -1

The geometry in XYZ format:
```
41
C12H24N3O2 ωB97M-V/def2-TZVPD
C -2.031 -4.267 -3.095
C -0.719 -3.416 -2.871
C -1.100 -1.948 -2.545
C 0.112 -0.942 -2.399
C 1.523 -1.601 -2.301
C 1.829 -2.293 -0.928
C 2.062 -1.281 0.255
C 2.448 -2.118 1.536
N 2.097 -1.511 2.808
N 0.669 -1.234 2.823
C 0.620 -0.020 2.861
O 0.624 1.109 2.538
H -1.778 -5.354 -3.112
H -2.547 -4.006 -4.045
H -2.741 -4.148 -2.241
H -0.123 -3.535 -3.800
H -0.168 -3.937 -2.061
H -1.777 -1.848 -1.668
H -1.702 -1.586 -3.418
H 0.121 -0.282 -3.299
H -0.057 -0.313 -1.494
H 2.265 -0.766 -2.392
H 1.758 -2.277 -3.160
H 1.032 -2.996 -0.603
H 2.778 -2.868 -1.078
H 1.123 -0.702 0.367
H 2.920 -0.618 0.006
H 2.079 -3.190 1.483
H 3.566 -2.192 1.532
C -2.673 5.466 2.834
C -1.573 5.826 1.867
O -1.709 6.712 1.030
N -0.412 5.134 1.949
C -0.064 4.058 2.868
H -3.535 6.103 2.647
H -2.973 4.427 2.695
H -2.340 5.626 3.861
H 0.277 5.427 1.274
H 0.813 4.367 3.439
H 0.186 3.173 2.286
H -0.876 3.824 3.549
```

Atomic partial charges in e from the Löwdin method, atoms 1 to 4: number 1, C, carries -0.1365; number 2, C, carries -0.2707; number 3, C, carries -0.2111; number 4, C, carries -0.2010

***

No. 6
The following is a DFT calculation (ωB97M-V/def2-TZVPD) of a structure of composition C21H14F2NO5Ti.

Computed properties:
E_tot, eV: -62285.81068
Kohn-Sham gap (spin up / spin down), eV: 5.724 / 8.349
Spin multiplicity: 3
E_LUMO (spin up / spin down), Ha: 0.10269 / 0.08983
Net charge: -1

The geometry in XYZ format:
```
44
C21H14F2NO5Ti ωB97M-V/def2-TZVPD
Ti 0.117 -1.283 -0.961
O 0.989 -2.113 -4.525
C 0.531 -2.002 -3.408
O 1.218 -1.612 -2.366
C -0.966 -2.329 -3.062
O -1.775 -2.611 -3.925
O -1.208 -2.282 -1.795
F 0.995 -6.393 0.793
C 0.987 -5.055 1.065
C 0.429 -4.165 0.159
C 0.472 -2.794 0.393
C 1.098 -2.344 1.594
C 1.592 -3.281 2.510
F 2.166 -2.879 3.684
C 1.563 -4.635 2.256
C 1.280 -0.914 1.652
C 1.557 -0.161 2.791
C 1.813 1.190 2.702
C 1.816 1.772 1.417
C 1.493 1.002 0.334
N 1.180 -0.314 0.398
H -0.021 -4.554 -0.748
H 1.995 -5.340 2.949
H 1.560 -0.638 3.757
H 2.025 1.776 3.583
H 2.084 2.807 1.273
H 1.493 1.433 -0.664
C -2.280 0.493 0.580
C -1.458 1.089 -0.543
O -0.775 0.258 -1.263
C -1.412 2.479 -0.815
C -2.187 3.442 -0.126
C -2.114 4.772 -0.464
C -1.262 5.211 -1.471
C -0.467 4.286 -2.142
C -0.552 2.951 -1.843
H -2.027 -0.582 0.640
H -3.349 0.607 0.380
H -2.050 0.977 1.531
H -2.852 3.125 0.663
H -2.725 5.496 0.059
H -1.233 6.255 -1.746
H 0.223 4.630 -2.901
H 0.035 2.227 -2.392
```

Atomic partial charges in e from the Löwdin method, atoms 1 to 4: number 1, Ti, carries 1.0475; number 2, O, carries 0.1066; number 3, C, carries -0.5023; number 4, O, carries -0.0910

***

No. 7
The following is a DFT calculation (ωB97M-V/def2-TZVPD) of the molecule O2.

Computed properties:
E_tot, eV: -4089.77774
Relative energy (zero: lowest compared OMol25 entry of this formula, charge and spin), eV: 0.0014
Kohn-Sham gap, eV: 7.876
E_LUMO, Ha: -0.07730
SMILES: O=O

The geometry in XYZ format:
```
2
O2 ωB97M-V/def2-TZVPD
O -0.297 -0.064 0.519
O 0.297 0.064 -0.519
```

Partial charges, Löwdin, in e: number 1, O, carries 0.0000; number 2, O, carries 0.0000

***

No. 8
The following is a DFT calculation (ωB97M-V/def2-TZVPD) of a cluster of 4 separate species, C16H16Cl4F2O in total.

Computed properties:
E_tot, eV: -74422.95196
Relative energy (zero: lowest compared OMol25 entry of this formula, charge and spin), eV: 0.2639
Kohn-Sham gap, eV: 9.730
E_LUMO, Ha: 0.01656
SMILES: ClC(Cl)(Cl)Cl.Fc1ccccc1.Fc1ccccc1.CC(C)=O

The geometry in XYZ format:
```
39
C16H16Cl4F2O ωB97M-V/def2-TZVPD
C 0.434 1.144 0.890
Cl 1.425 -0.306 0.770
Cl 1.381 2.547 0.337
Cl -1.002 0.968 -0.129
Cl -0.062 1.421 2.559
C 0.755 1.589 5.879
C 0.643 2.800 6.773
O 0.752 3.923 6.349
C 0.417 2.525 8.242
H 1.324 1.775 4.973
H -0.258 1.292 5.589
H 1.220 0.744 6.389
H -0.526 1.987 8.376
H 0.294 3.478 8.757
H 1.245 1.961 8.664
F -1.276 -2.175 0.120
C -2.195 -2.710 -0.712
C -2.073 -4.027 -1.081
C -3.059 -4.594 -1.887
C -4.100 -3.813 -2.364
C -4.173 -2.473 -2.018
C -3.212 -1.905 -1.201
H -1.227 -4.603 -0.726
H -2.967 -5.647 -2.118
H -4.876 -4.288 -2.950
H -5.011 -1.878 -2.359
H -3.238 -0.877 -0.866
F 1.982 0.363 -2.116
C 2.182 0.645 -3.419
C 2.714 -0.347 -4.231
C 3.023 -0.030 -5.541
C 2.751 1.247 -6.029
C 2.169 2.195 -5.205
C 1.859 1.897 -3.885
H 2.822 -1.324 -3.775
H 3.497 -0.784 -6.157
H 2.989 1.469 -7.061
H 1.944 3.171 -5.617
H 1.433 2.640 -3.224
```

Atomic partial charges in e from the Löwdin method, atoms 1 to 4: number 1, C, carries -2.0295; number 2, Cl, carries 0.5604; number 3, Cl, carries 0.5225; number 4, Cl, carries 0.5449